[1]
{
  "formula": "C25H37BrIrN8O3",
  "method": "wB97M-V/def2-TZVPD",
  "energy_ha": -4316.79868,
  "homo_energy_ha": -0.376,
  "lumo_ev": -2.3690,
  "total_charge": 1,
  "e_above_lowest_kcal_mol": 0.00,
  "orbital_gap_ev": 7.868,
  "elements": ["Ir", "C", "N", "C", "C", "N", "C", "C", "C", "C", "C", "C", "N", "C", "N", "C", "C", "N", "C", "C", "N", "C", "C", "H", "H", "H", "H", "H", "H", "H", "H", "H", "H", "H", "H", "H", "H", "H", "H", "H", "H", "H", "H", "H", "H", "H", "H", "H", "H", "H", "H", "N", "C", "O", "C", "C", "H", "H", "H", "H", "H", "H", "Br", "C", "C", "N", "C", "C", "C", "C", "O", "O", "H", "H", "H"],
  "coordinates": [[1.09697, 0.42037, 0.17575], [1.58791, -4.09608, 0.99375], [0.92108, -3.07985, 0.19897], [1.41467, -2.90678, -1.16070], [-0.07167, -2.31218, 0.67058], [-0.25119, -1.07033, 0.20449], [-1.56433, -0.65880, -0.15721], [-2.52328, -1.54856, -0.63006], [-3.74621, -1.07093, -1.07711], [-3.99758, 0.29610, -1.09483], [-3.03799, 1.18814, -0.64367], [-1.83032, 0.71546, -0.14398], [-0.74175, 1.48738, 0.27576], [-0.78330, 2.66753, 0.82410], [-1.83615, 3.22412, 1.48101], [-2.78793, 2.42813, 2.22994], [-2.14667, 4.63781, 1.35778], [0.38661, 3.38001, 0.80529], [0.84643, 4.11683, 1.96883], [1.41429, 2.95326, -0.11318], [-0.90793, -2.81321, 1.60844], [-1.36526, -4.19264, 1.60200], [-1.63960, -1.92425, 2.49501], [2.66631, -3.93212, 0.95032], [1.38403, -5.09967, 0.61431], [1.26456, -4.03367, 2.02970], [1.47714, -3.88856, -1.63362], [2.40115, -2.44085, -1.17067], [0.73436, -2.26886, -1.71822], [-2.30212, -2.60785, -0.68740], [-4.48572, -1.76398, -1.45442], [-4.93226, 0.66985, -1.49005], [-3.20996, 2.25361, -0.71183], [-2.35753, 1.45649, 2.45992], [-3.72619, 2.27359, 1.69208], [-3.00474, 2.94718, 3.16610], [-1.46764, 5.10769, 0.65095], [-2.07316, 5.15008, 2.32072], [-3.16811, 4.75495, 0.98696], [0.04702, 4.21356, 2.69725], [1.19125, 5.11220, 1.68485], [1.67922, 3.58406, 2.44152], [0.96945, 2.65421, -1.06055], [2.05011, 2.11883, 0.33207], [2.11826, 3.76521, -0.29321], [-0.91268, -4.73803, 0.77923], [-2.45008, -4.20285, 1.46893], [-1.12706, -4.69515, 2.54135], [-1.11860, -0.97283, 2.56676], [-1.69046, -2.38309, 3.48351], [-2.65736, -1.75054, 2.13246], [2.40959, 0.10067, 4.08006], [2.25857, 0.19166, 2.76231], [1.13112, 0.46706, 2.28413], [3.41639, -0.01108, 1.84383], [2.89884, -0.58173, 0.50657], [1.62509, 0.27634, 4.68771], [3.30242, -0.11620, 4.48480], [4.19825, -0.60022, 2.33106], [3.84087, 0.98953, 1.69074], [2.81039, -1.66418, 0.62107], [3.63837, -0.40067, -0.27596], [2.85431, -2.72550, -6.06890], [1.72693, -1.26838, -5.64931], [0.97064, -0.66688, -6.64654], [0.16051, 0.35749, -6.40757], [0.07914, 0.81380, -5.16308], [0.79686, 0.27203, -4.10298], [1.64555, -0.79663, -4.35437], [0.62460, 0.84144, -2.72511], [-0.09056, 1.81390, -2.52324], [1.30174, 0.19574, -1.81822], [1.02442, -1.02618, -7.66751], [-0.58680, 1.64853, -4.98266], [2.22678, -1.23556, -3.55682]],
  "lowdin_charge": [1.347, -0.035, -0.133, -0.026, -0.369, -0.027, -0.211, -0.020, -0.067, -0.066, -0.019, -0.219, 0.018, -0.349, -0.145, -0.031, -0.038, -0.134, -0.029, -0.060, -0.130, -0.034, -0.024, 0.096, 0.098, 0.095, 0.105, 0.078, 0.086, 0.117, 0.109, 0.110, 0.122, 0.090, 0.088, 0.098, 0.099, 0.092, 0.098, 0.086, 0.100, 0.092, 0.065, 0.060, 0.122, 0.090, 0.100, 0.099, 0.079, 0.100, 0.099, 0.216, -0.492, -0.102, -0.178, -0.281, 0.130, 0.124, 0.118, 0.125, 0.022, 0.064, 0.749, -0.665, -0.176, 0.084, -0.069, -0.104, -0.058, -0.550, 0.040, -0.198, 0.107, 0.123, 0.102]
}

=====

[2]
{
  "formula": "C25H37Cl12N3O",
  "method": "wB97M-V/def2-TZVPD",
  "energy_ha": -6736.55658,
  "homo_energy_ha": -0.321,
  "lumo_ev": 0.3010,
  "smiles": "[H]/N=C(\\C)CCOC[C@@H](NCc1cccc(C)c1)c1ccncc1.ClCCl.ClCCl.ClCCl.ClCCl.ClCCl.ClCCl",
  "orbital_gap_ev": 9.045,
  "elements": ["H", "N", "C", "C", "C", "C", "O", "C", "C", "N", "C", "C", "C", "C", "C", "C", "C", "C", "C", "C", "C", "N", "C", "C", "H", "H", "H", "H", "H", "H", "H", "H", "H", "H", "H", "H", "H", "H", "H", "H", "H", "H", "H", "H", "H", "H", "H", "H", "Cl", "C", "Cl", "H", "H", "Cl", "C", "Cl", "H", "H", "Cl", "C", "Cl", "H", "H", "Cl", "C", "Cl", "H", "H", "Cl", "C", "Cl", "H", "H", "Cl", "C", "Cl", "H", "H"],
  "coordinates": [[-4.19051, 1.61204, -0.26579], [-3.67822, 2.40801, -0.64526], [-3.77220, 2.42657, -1.91093], [-4.54321, 1.38566, -2.69210], [-3.11145, 3.54367, -2.68967], [-1.58378, 3.61137, -2.47366], [-0.93049, 3.38365, -3.71920], [0.11349, 2.44336, -3.71336], [-0.32714, 0.98911, -3.92083], [-0.97009, 0.50008, -2.70223], [-0.04167, -0.06819, -1.70245], [-0.02378, 0.74724, -0.42756], [-1.02338, 0.59630, 0.52283], [-1.00241, 1.37472, 1.66721], [0.00163, 2.30555, 1.89138], [1.01302, 2.47150, 0.95012], [2.10854, 3.48718, 1.14011], [0.98235, 1.68258, -0.19653], [-1.20427, 0.82181, -5.15381], [-1.14526, 1.71642, -6.21750], [-1.98118, 1.52249, -7.30557], [-2.85886, 0.53015, -7.42732], [-2.88043, -0.33667, -6.42150], [-2.09374, -0.24437, -5.28592], [-3.88814, 0.55901, -2.97118], [-4.90480, 1.80646, -3.63057], [-5.38116, 1.01389, -2.10526], [-3.57391, 4.47310, -2.35991], [-3.29349, 3.35805, -3.74620], [-1.34530, 4.61470, -2.11304], [-1.29824, 2.88529, -1.71569], [0.74277, 2.69876, -4.57093], [0.75607, 2.52682, -2.83461], [0.60765, 0.43795, -4.12052], [-1.64352, -0.21885, -2.90783], [-0.43652, -1.04718, -1.41968], [0.97425, -0.18110, -2.08665], [-1.81651, -0.12722, 0.37584], [-1.80420, 1.26280, 2.39437], [-0.00592, 2.90084, 2.79588], [1.79076, 4.47026, 0.78926], [2.45697, 3.50255, 2.17176], [2.96576, 3.21049, 0.52060], [1.77294, 1.79102, -0.93300], [-0.49523, 2.57684, -6.21756], [-1.94160, 2.23914, -8.11854], [-3.58323, -1.15935, -6.49926], [-2.15052, -0.97748, -4.49421], [-2.36739, -2.84175, 4.68175], [-2.24401, -1.19920, 5.33040], [-1.74298, -0.06397, 4.06725], [-3.21403, -0.90398, 5.71151], [-1.50578, -1.19264, 6.12375], [1.70186, -3.84509, 5.96173], [0.88127, -5.11329, 5.05507], [1.97958, -5.93879, 3.93666], [0.48282, -5.84100, 5.75150], [0.08152, -4.66176, 4.47868], [-0.23581, -6.77915, -0.61364], [0.01999, -5.99889, 0.95178], [-0.22276, -4.24906, 0.86576], [-0.68472, -6.41137, 1.66394], [1.03515, -6.18992, 1.27245], [6.11673, -5.83903, 5.95493], [5.29675, -7.11170, 5.04097], [6.38804, -7.92748, 3.91446], [4.91180, -7.84425, 5.73997], [4.49035, -6.66097, 4.47655], [4.50003, 3.33242, -1.23439], [4.21261, 4.85618, -2.08735], [2.54208, 5.00779, -2.63882], [4.42542, 5.67104, -1.40588], [4.87016, 4.89703, -2.94692], [3.91538, -0.18190, 8.88218], [3.45266, -1.81172, 8.38194], [2.07542, -2.42489, 9.30756], [3.18145, -1.78484, 7.33342], [4.29457, -2.47483, 8.53928]],
  "lowdin_charge": [0.049, 0.143, -0.429, -0.033, -0.102, -0.178, -0.132, -0.199, -0.260, 0.014, -0.140, -0.218, -0.057, -0.167, -0.042, -0.259, -0.069, -0.018, -0.145, -0.011, -0.139, 0.060, -0.150, -0.029, 0.060, 0.076, 0.075, 0.117, 0.108, 0.119, 0.096, 0.116, 0.091, 0.151, 0.069, 0.117, 0.119, 0.113, -0.006, 0.112, 0.082, 0.081, -0.026, 0.095, 0.107, 0.105, 0.104, 0.103, 0.506, -0.982, 0.626, 0.027, 0.025, 0.534, -0.994, 0.563, 0.033, -0.009, 0.509, -1.061, 0.495, 0.022, -0.021, 0.495, -1.044, 0.503, 0.026, -0.050, 0.562, -0.989, 0.543, 0.027, 0.024, 0.509, -1.048, 0.485, -0.011, 0.026]
}

=====

[3]
{
  "formula": "C25H37GeN3O2Si3V",
  "method": "wB97M-V/def2-TZVPD",
  "energy_ha": -5178.83214,
  "homo_energy_ha": [-0.384, -0.383],
  "lumo_ev": [-4.8353, -4.8093],
  "total_charge": 1,
  "spin_multiplicity": 3,
  "e_above_lowest_kcal_mol": 9.62,
  "orbital_gap_ev": [5.611, 5.626],
  "elements": ["V", "O", "C", "O", "C", "C", "C", "N", "C", "C", "C", "C", "C", "C", "C", "N", "C", "C", "C", "C", "C", "N", "H", "H", "H", "H", "H", "H", "H", "H", "H", "H", "C", "Si", "C", "C", "Ge", "Si", "C", "C", "C", "Si", "C", "C", "C", "H", "H", "H", "H", "H", "H", "H", "H", "H", "H", "H", "H", "H", "H", "H", "H", "H", "H", "H", "H", "H", "H", "H", "H", "H", "H", "H"],
  "coordinates": [[-0.00779, -1.76058, -0.71573], [-1.11907, -2.12418, 5.95431], [0.02440, -2.13732, 5.49398], [1.17284, -2.11596, 5.94146], [0.01545, -2.18615, 3.89394], [-1.18862, -2.21278, 3.20358], [-1.16069, -2.13706, 1.82435], [0.00192, -2.02277, 1.14990], [1.17230, -2.12615, 1.81330], [1.21338, -2.20159, 3.19171], [2.28179, -2.17745, 0.86153], [3.61700, -2.41968, 1.13123], [4.49127, -2.59292, 0.06912], [4.01418, -2.51388, -1.23742], [2.68416, -2.21803, -1.43194], [1.83060, -2.04356, -0.41001], [-2.28027, -2.18379, 0.88453], [-3.61245, -2.42503, 1.16992], [-4.50476, -2.56886, 0.11857], [-4.04630, -2.46854, -1.19303], [-2.71460, -2.19111, -1.40286], [-1.84453, -2.03976, -0.39131], [-2.11322, -2.26772, 3.76590], [2.14245, -2.25277, 3.74717], [3.95242, -2.49248, 2.15653], [5.53649, -2.80574, 0.24792], [4.66610, -2.66317, -2.08567], [2.27635, -2.11471, -2.43211], [-3.93123, -2.51805, 2.19884], [-5.54890, -2.77590, 0.30987], [-4.71262, -2.59369, -2.03404], [-2.31916, -2.08689, -2.40732], [1.41550, 0.51320, -3.94710], [-0.08126, 1.21380, -3.01635], [-1.63569, 0.52314, -3.85512], [-0.08683, 3.08901, -3.21179], [0.00146, 0.67002, -0.63409], [2.00571, 1.76170, 0.27938], [3.51427, 1.21120, -0.72804], [2.18294, 1.35137, 2.11287], [1.91393, 3.63837, 0.10301], [-1.92281, 1.77940, 0.42067], [-1.96951, 1.37327, 2.26184], [-1.83352, 3.65511, 0.23279], [-3.49870, 1.23358, -0.48144], [1.33675, 0.76175, -5.00796], [1.48230, -0.57591, -3.87436], [2.34950, 0.93809, -3.57488], [-1.63466, 0.80199, -4.91134], [-2.54459, 0.92704, -3.40528], [-1.68667, -0.56780, -3.81101], [-0.12143, 3.35978, -4.26968], [0.80963, 3.53443, -2.78022], [-0.95443, 3.53311, -2.72340], [3.46722, 0.16604, -1.03110], [4.43286, 1.35067, -0.15209], [3.59864, 1.81817, -1.63127], [2.19288, 0.28193, 2.30870], [1.36132, 1.78394, 2.68650], [3.11277, 1.77035, 2.50488], [1.84104, 3.93975, -0.94211], [2.82376, 4.08406, 0.51292], [1.06955, 4.06825, 0.63989], [-1.09055, 1.77428, 2.76985], [-2.00266, 0.30482, 2.45671], [-2.84975, 1.82342, 2.72693], [-0.95206, 4.08413, 0.70709], [-2.71025, 4.10715, 0.70338], [-1.83295, 3.95110, -0.81646], [-3.46646, 0.19341, -0.80453], [-3.65246, 1.85426, -1.36606], [-4.37369, 1.35689, 0.16207]],
  "mulliken_spin": [2.102, 0.002, 0.004, 0.002, 0.024, -0.004, 0.055, -0.128, 0.054, -0.004, 0.040, 0.000, 0.001, 0.002, 0.017, -0.034, 0.041, 0.000, 0.001, 0.003, 0.016, -0.029, 0.000, 0.000, 0.000, 0.000, -0.001, 0.004, 0.000, 0.000, -0.001, 0.000, 0.000, -0.004, 0.001, -0.013, -0.143, 0.004, 0.000, -0.001, -0.009, 0.003, 0.000, -0.009, 0.000, 0.001, 0.002, 0.000, 0.001, 0.000, 0.002, -0.002, 0.002, 0.002, 0.001, 0.000, 0.000, 0.000, -0.001, 0.001, 0.001, -0.001, 0.001, -0.001, 0.000, 0.001, 0.001, -0.001, 0.001, 0.002, 0.000, 0.000]
}

=====

Number 2 is which compound? C25H37Cl12N3O